1.
{"formula": "C26H72CaF6N12O10P4S2", "method": "ωB97M-V with the def2-TZVPD basis set", "symbols": ["Ca", "C", "F", "F", "F", "S", "O", "O", "O", "C", "F", "F", "F", "S", "O", "O", "O", "O", "P", "N", "C", "C", "N", "C", "C", "N", "C", "C", "H", "H", "H", "H", "H", "H", "H", "H", "H", "H", "H", "H", "H", "H", "H", "H", "H", "H", "O", "P", "N", "C", "C", "N", "C", "C", "N", "C", "C", "H", "H", "H", "H", "H", "H", "H", "H", "H", "H", "H", "H", "H", "H", "H", "H", "H", "H", "O", "P", "N", "C", "C", "N", "C", "C", "N", "C", "C", "H", "H", "H", "H", "H", "H", "H", "H", "H", "H", "H", "H", "H", "H", "H", "H", "H", "H", "O", "P", "N", "C", "C", "N", "C", "C", "N", "C", "C", "H", "H", "H", "H", "H", "H", "H", "H", "H", "H", "H", "H", "H", "H", "H", "H", "H", "H"], "positions_angstrom": [[1.28, 0.18, 0.52], [5.43, 2.03, 5.13], [6.27, 2.93, 5.70], [6.23, 1.05, 4.49], [4.75, 1.49, 6.17], [4.25, 3.06, 3.85], [5.15, 3.58, 2.82], [3.31, 2.05, 3.29], [3.60, 4.07, 4.66], [4.93, -5.71, 2.39], [5.66, -5.58, 3.51], [5.60, -6.67, 1.64], [3.68, -5.95, 2.71], [5.06, -4.05, 1.30], [6.21, -3.31, 1.80], [5.23, -4.48, -0.11], [3.78, -3.30, 1.56], [-2.12, 2.78, 0.23], [-3.24, 3.84, 0.16], [-2.73, 5.45, 0.54], [-1.56, 5.77, 1.35], [-3.29, 6.64, -0.14], [-4.45, 3.46, 1.28], [-5.32, 4.37, 2.04], [-5.03, 2.14, 1.05], [-3.78, 3.98, -1.42], [-5.19, 4.22, -1.91], [-2.85, 4.07, -2.53], [-0.62, 5.76, 0.80], [-1.38, 4.98, 2.09], [-1.83, 6.59, 2.01], [-4.36, 6.49, -0.28], [-2.72, 6.56, -1.07], [-3.00, 7.53, 0.41], [-5.06, 5.41, 1.81], [-6.33, 3.99, 1.93], [-5.07, 4.25, 3.10], [-5.79, 1.81, 1.76], [-5.52, 2.01, 0.09], [-4.12, 1.55, 1.18], [-5.40, 5.27, -2.08], [-5.46, 3.71, -2.84], [-5.69, 3.83, -1.02], [-1.99, 3.44, -2.30], [-2.46, 5.08, -2.53], [-3.26, 3.92, -3.52], [-1.05, -1.47, 3.73], [-1.66, -1.91, 5.04], [-1.65, -0.73, 6.29], [-1.51, 0.57, 5.86], [-1.64, -0.92, 7.71], [-0.76, -3.19, 5.71], [0.64, -3.00, 6.13], [-1.12, -4.68, 5.71], [-3.34, -2.25, 4.91], [-4.43, -2.05, 5.80], [-3.75, -3.15, 3.80], [-1.98, 1.34, 6.46], [-2.03, 0.80, 4.93], [-0.45, 0.79, 5.77], [-0.82, -0.35, 8.13], [-1.31, -1.93, 7.97], [-2.55, -0.74, 8.29], [0.58, -3.30, 7.18], [1.24, -3.75, 5.61], [0.98, -1.98, 6.03], [-2.16, -4.79, 6.02], [-1.11, -5.09, 4.70], [-0.49, -5.28, 6.36], [-5.14, -1.30, 5.46], [-4.92, -3.00, 6.02], [-4.14, -1.69, 6.78], [-3.39, -2.79, 2.84], [-4.84, -3.20, 3.78], [-3.63, -4.21, 4.04], [-0.37, -2.93, -1.89], [-1.12, -3.88, -2.75], [-1.21, -5.48, -2.13], [-1.82, -6.67, -2.85], [-0.56, -5.76, -0.86], [-0.44, -4.33, -4.23], [0.98, -4.62, -4.32], [-1.24, -4.49, -5.41], [-2.74, -3.37, -3.07], [-3.83, -4.41, -3.06], [-3.26, -2.06, -3.33], [-1.02, -7.41, -2.83], [-2.01, -6.49, -3.91], [-2.72, -6.91, -2.29], [-0.23, -6.79, -1.01], [-1.34, -5.61, -0.11], [0.39, -5.25, -0.69], [1.17, -5.37, -5.07], [1.46, -3.66, -4.54], [1.39, -5.10, -3.43], [-1.10, -3.61, -6.02], [-0.81, -5.32, -5.97], [-2.27, -4.77, -5.20], [-3.84, -4.87, -2.08], [-4.84, -4.05, -3.28], [-3.71, -5.27, -3.72], [-2.95, -1.49, -2.46], [-4.35, -1.95, -3.39], [-2.79, -1.75, -4.26], [2.92, 2.09, -2.78], [3.90, 2.68, -3.72], [3.75, 4.26, -4.13], [3.50, 5.21, -3.03], [3.85, 4.85, -5.48], [3.83, 1.85, -5.17], [2.56, 1.22, -5.56], [4.96, 1.58, -6.13], [5.62, 2.70, -3.27], [6.13, 1.54, -2.47], [6.57, 3.78, -3.50], [3.52, 6.23, -3.41], [4.26, 5.14, -2.25], [2.48, 4.94, -2.74], [3.04, 4.45, -6.09], [4.75, 4.55, -6.01], [3.98, 5.93, -5.49], [2.75, 0.24, -6.01], [1.85, 0.99, -4.76], [1.92, 1.81, -6.22], [5.86, 1.75, -5.55], [4.86, 0.53, -6.41], [4.80, 2.28, -6.95], [5.60, 1.26, -1.56], [6.20, 0.57, -2.96], [7.11, 1.82, -2.08], [7.60, 3.44, -3.42], [6.24, 4.67, -2.96], [6.39, 4.26, -4.46]], "mulliken_charge": [1.9652, 0.5228, -0.2095, -0.2241, -0.2152, 1.0199, -0.6402, -0.6102, -0.6098, 0.5395, -0.2238, -0.2298, -0.1898, 1.0522, -0.6374, -0.6668, -0.6260, -0.7639, 0.2279, 0.3838, -1.1622, -0.9277, 0.1681, -0.9361, -1.2094, 0.2345, -0.8999, -0.9729, 0.3021, 0.3428, 0.4129, 0.2502, 0.2338, 0.3751, 0.2995, 0.3636, 0.3204, 0.4656, 0.3197, 0.3776, 0.3210, 0.3357, 0.2595, 0.2875, 0.2557, 0.3279, -0.7457, 0.2378, 0.3986, -1.2814, -1.1367, 0.2013, -1.1547, -0.9887, 0.2669, -0.9565, -1.2096, 0.4054, 0.2951, 0.3823, 0.4374, 0.3448, 0.2902, 0.3969, 0.4278, 0.3153, 0.3229, 0.3068, 0.3840, 0.2877, 0.4326, 0.2238, 0.2891, 0.4920, 0.3317, -0.7816, 0.0275, 0.4715, -1.1813, -1.1701, 0.3538, -1.0196, -1.1128, 0.3260, -0.9521, -0.9760, 0.4290, 0.3402, 0.3320, 0.3178, 0.2947, 0.3895, 0.3606, 0.2757, 0.3106, 0.3199, 0.3308, 0.4096, 0.3141, 0.4131, 0.2564, 0.3225, 0.3231, 0.2681, -0.7790, 0.1098, 0.3360, -1.1226, -0.8662, 0.3255, -0.9709, -0.9597, 0.2787, -1.1160, -0.9415, 0.3302, 0.3487, 0.3508, 0.2646, 0.2868, 0.3403, 0.3070, 0.2750, 0.2670, 0.2602, 0.3800, 0.2870, 0.3244, 0.3182, 0.3993, 0.4451, 0.2287, 0.2934], "spin_multiplicity": 1, "e_homo_ev": -7.7, "e_lumo_ev": -3.820, "homo_lumo_gap_ev": 3.921, "e_above_lowest_kj_mol": 1745.65}

=====

2.
{"formula": "C4H9N", "method": "ωB97M-V with the def2-TZVPD basis set", "symbols": ["C", "C", "C", "N", "C", "H", "H", "H", "H", "H", "H", "H", "H", "H"], "positions_angstrom": [[-2.26, 0.24, -0.90], [-0.91, -0.35, -0.73], [-0.06, 0.01, 0.23], [1.18, -0.64, 0.36], [2.17, 0.14, 1.08], [-2.64, 0.62, -0.01], [-2.35, 1.16, -1.64], [-2.94, -0.71, -1.06], [-0.87, -1.14, -1.46], [-0.23, 0.75, 0.96], [1.46, -1.02, -0.51], [3.23, -0.05, 0.81], [1.96, 1.19, 0.76], [2.25, -0.20, 2.12]], "nbo_charge": [-0.6263, -0.2934, -0.0053, -0.6202, -0.4381, 0.2016, 0.2105, 0.2076, 0.2002, 0.1908, 0.3713, 0.2041, 0.1918, 0.2054], "spin_multiplicity": 1, "e_homo_ev": -7.7, "e_lumo_ev": 1.167, "smiles": "C/C=C/NC", "homo_lumo_gap_ev": 8.886, "e_above_lowest_kj_mol": 164.09}

=====

3.
{"formula": "C16H15ClEuS", "method": "ωB97M-V with the def2-TZVPD basis set", "symbols": ["C", "C", "C", "H", "C", "C", "H", "H", "H", "H", "Eu", "Cl", "C", "C", "C", "H", "C", "C", "H", "H", "H", "H", "S", "C", "C", "C", "C", "C", "C", "H", "H", "H", "H", "H"], "positions_angstrom": [[-0.15, 2.37, -1.02], [0.01, 1.41, -2.08], [1.31, 0.83, -1.95], [-0.76, 1.10, -2.78], [1.95, 1.39, -0.80], [1.04, 2.36, -0.22], [1.17, 2.85, 0.75], [-1.09, 2.87, -0.75], [1.71, 0.03, -2.57], [2.88, 1.04, -0.35], [-0.21, 0.20, 0.37], [-2.72, 0.68, 0.52], [-0.64, -2.35, 0.77], [0.81, -2.31, 0.72], [1.19, -2.15, -0.65], [1.47, -2.25, 1.58], [0.00, -2.08, -1.45], [-1.13, -2.20, -0.58], [-2.16, -2.03, -0.87], [-1.24, -2.24, 1.67], [2.21, -2.01, -1.01], [-0.04, -1.89, -2.52], [1.13, 0.63, 2.78], [-0.44, 1.12, 3.26], [-1.36, 0.16, 3.78], [-2.55, 0.61, 4.36], [-2.84, 1.98, 4.40], [-1.95, 2.93, 3.87], [-0.75, 2.52, 3.28], [-1.09, -0.89, 3.72], [-3.22, -0.11, 4.76], [-3.76, 2.32, 4.86], [-2.16, 3.97, 3.90], [-0.03, 3.21, 2.85]], "mulliken_spin": [0.0015, -0.0043, -0.0066, 0.0048, -0.0024, 0.0111, 0.0064, 0.0006, 0.0015, 0.0039, 6.9564, -0.0026, -0.0032, 0.0071, -0.0021, 0.0009, -0.0055, 0.0007, 0.0014, 0.0029, 0.0058, 0.0055, -0.0023, 0.0063, 0.0044, -0.0015, 0.0020, -0.0009, 0.0022, 0.0029, 0.0000, 0.0004, 0.0000, 0.0029], "spin_multiplicity": 8, "e_homo_ev": [0.6, -0.8], "e_lumo_ev": [5.342, 5.338], "charge": -2, "homo_lumo_gap_ev": [4.751, 6.171], "s2": 15.7610}